Below is C14H17N3O2 in the gas phase in a non-equilibrium geometry, with properties calculated with ωB97M-V/def2-TZVPD.

- energy above the lowest of the compared OMol25 structures with the same formula, charge and spin (eV) = 3.8420
- Kohn-Sham gap (Ha) = 0.3162
- LUMO energy (eV) = 0.184
- electronic energy (hartree) = -858.3476
- largest force on an atom (eV/A) = 4.51
- SMILES = COc1ccc([C@H](N(C)C)n2ccnc2C=O)cc1

Atoms and positions in Å:
C -3.1999 -3.1597 -3.0547
O -3.1477 -1.7284 -2.7645
C -2.1447 -1.2256 -1.9848
C -2.2927 0.1322 -1.6295
C -1.4372 0.7012 -0.7141
C -0.3173 0.0233 -0.2967
C 0.6823 0.9805 0.4348
N 1.9967 0.7536 -0.0818
C 2.9489 1.6504 0.4929
C 2.4365 0.0701 -1.2893
N 0.5841 0.7078 1.8260
C 1.1966 -0.2027 2.6603
C 0.8545 0.0094 3.9735
N 0.0196 1.0933 3.9995
C -0.1352 1.4889 2.7328
C -0.8746 2.6973 2.4993
O -1.0437 3.3030 1.4288
C -0.1284 -1.3310 -0.6050
C -1.0412 -1.9703 -1.4774
H -4.1260 -3.3246 -3.6395
H -2.3199 -3.4408 -3.6648
H -3.2452 -3.7501 -2.1170
H -3.0889 0.7216 -2.0579
H -1.4932 1.7473 -0.4825
H 0.4443 2.0719 0.1641
H 3.9243 1.4166 0.0711
H 2.6395 2.6879 0.2657
H 2.9656 1.5041 1.5842
H 3.4635 0.4338 -1.4657
H 2.5283 -1.0371 -1.1807
H 1.8491 0.2614 -2.2101
H 1.8544 -0.9184 2.3143
H 1.1331 -0.4924 4.8771
H -1.2962 3.0781 3.4853
H 0.7314 -1.9271 -0.3050
H -0.9208 -3.0254 -1.7886